10
Properties=species:S:1:pos:R:3:forces:R:3 method="wB97M-V/def2-TZVPD" e_tot_ha=-172.16863 lumo_ev="-5.3 / -5.6" homo_ev="-14.678 / -14.174" charge=+1
C 0.733 0.675 0.058 1.325 1.765 -2.429
C -0.399 0.346 0.977 -0.191 -0.815 -0.883
C 0.431 -0.298 -1.076 0.174 0.863 5.732
N -0.761 -0.696 0.010 -1.351 0.418 -3.255
H 1.266 1.633 -0.216 -0.974 -0.842 0.803
H 1.305 0.160 0.812 1.712 -0.831 0.269
H -0.400 0.135 2.058 0.052 0.173 -0.690
H 0.451 -0.150 -2.134 -0.910 -0.309 -0.564
H -1.202 -1.610 0.134 0.459 -0.223 0.540
H -1.425 -0.195 -0.622 -0.297 -0.198 0.476